[1]
The following is a quantum chemistry calculation of a molecular structure, C5H8N2 in a non-equilibrium geometry, from the OMol25 dataset.

Each line ends with the Löwdin charge.
CARTESIAN COORDINATES (ANGSTROEM)
C  -1.17  0.19  0.06  -0.52
C  -0.54  -1.17  0.13  -0.12
C  1.00  -1.09  0.05  -0.24
C  1.63  0.19  0.02  -0.18
C  0.94  1.39  0.12  -0.16
H  -3.02  0.73  -0.11  0.05
H  -0.65  -1.51  1.18  0.13
H  -1.12  -1.88  -0.32  0.08
H  1.41  -1.78  0.75  0.09
H  1.35  -1.70  -0.93  0.16
H  2.84  0.53  -0.16  0.17
H  1.33  2.48  -0.54  0.17
H  -1.04  2.23  -0.58  0.25
N  -2.37  -0.05  -0.10  0.11
N  -0.58  1.43  0.42  0.02

Calculated values
Relative energy (zero: lowest compared OMol25 entry of this formula, charge and spin) ... 510.4 kJ/mol
Molecular weight ... 96.133 g/mol
Lowest unoccupied orbital energy ... 0.4 eV
Frontier orbital gap ... 9.11 eV

---

[2]
The following is a quantum chemistry calculation of a molecular structure, C35H40N4O3P2Pd, from the OMol25 dataset.

Each line ends with the Löwdin charge.
CARTESIAN COORDINATES (ANGSTROEM)
Pd  -0.46  -0.91  -0.11  0.19
O  1.94  -0.18  -0.70  -0.35
P  2.62  0.56  0.41  0.73
C  2.21  2.32  0.44  -0.31
P  0.45  2.69  0.17  0.70
O  -0.46  1.91  1.05  -0.32
C  0.34  4.47  0.49  -0.28
C  1.42  5.34  0.36  -0.10
C  1.26  6.70  0.61  -0.08
C  0.03  7.19  1.00  -0.09
C  -1.05  6.32  1.14  -0.08
C  -0.89  4.97  0.90  -0.06
C  0.18  2.51  -1.60  -0.26
C  0.67  3.46  -2.50  -0.08
C  0.50  3.29  -3.87  -0.09
C  -0.17  2.16  -4.34  -0.08
C  -0.67  1.22  -3.45  -0.06
C  -0.49  1.39  -2.08  -0.07
C  2.34  -0.07  2.08  -0.26
C  1.12  -0.66  2.41  -0.08
C  0.90  -1.13  3.70  -0.07
C  1.89  -1.00  4.67  -0.08
C  3.10  -0.41  4.35  -0.09
C  3.33  0.04  3.06  -0.08
C  4.41  0.54  0.18  -0.28
C  4.94  -0.54  -0.53  -0.06
C  6.31  -0.63  -0.76  -0.08
C  7.16  0.36  -0.28  -0.08
C  6.64  1.45  0.42  -0.08
C  5.27  1.53  0.64  -0.10
H  2.80  2.80  -0.35  0.07
H  2.49  2.74  1.41  0.08
H  2.39  4.97  0.06  0.10
H  2.11  7.37  0.50  0.10
H  -0.10  8.25  1.19  0.10
H  -2.01  6.71  1.45  0.10
H  -1.72  4.28  1.03  0.11
H  1.17  4.35  -2.14  0.10
H  0.88  4.02  -4.56  0.10
H  -0.31  2.02  -5.40  0.10
H  -1.19  0.35  -3.81  0.10
H  -0.85  0.61  -1.39  0.05
H  0.31  -0.78  1.67  0.04
H  -0.04  -1.59  3.94  0.11
H  1.71  -1.36  5.68  0.10
H  3.88  -0.32  5.09  0.10
H  4.29  0.47  2.81  0.09
H  4.26  -1.29  -0.92  0.11
H  6.71  -1.46  -1.31  0.10
H  8.22  0.30  -0.46  0.10
H  7.30  2.22  0.78  0.10
H  4.88  2.39  1.19  0.10
C  -1.97  -2.48  -2.29  -0.05
N  -3.26  -2.63  -1.65  -0.08
C  -4.13  -3.66  -2.18  -0.17
C  -5.18  -4.03  -1.16  -0.16
C  -5.93  -2.78  -0.76  -0.18
N  -5.01  -1.74  -0.35  -0.09
C  -5.57  -0.63  0.38  -0.04
C  -3.73  -1.60  -0.87  -0.49
O  -3.06  -0.61  -0.60  0.01
H  -1.53  -3.47  -2.41  0.08
H  -1.28  -1.87  -1.66  0.03
H  -2.05  -2.01  -3.28  0.09
H  -3.51  -4.52  -2.42  0.12
H  -4.60  -3.33  -3.11  0.13
H  -4.69  -4.46  -0.28  0.10
H  -5.87  -4.77  -1.57  0.12
H  -6.61  -2.98  0.08  0.12
H  -6.56  -2.43  -1.60  0.13
H  -6.04  -0.99  1.30  0.09
H  -6.34  -0.12  -0.21  0.09
H  -4.79  0.08  0.63  0.08
C  0.82  -3.81  0.04  -0.02
C  -0.52  -3.99  0.67  -0.40
N  -1.29  -3.03  1.12  0.09
C  -2.42  -3.65  1.61  -0.15
C  -2.33  -5.00  1.45  -0.11
N  -1.11  -5.20  0.84  0.09
H  0.94  -2.74  -0.15  0.04
H  0.91  -4.35  -0.90  0.08
H  1.62  -4.14  0.71  0.08
H  -3.23  -3.08  2.04  0.10
H  -2.99  -5.81  1.71  0.10
H  -0.72  -6.09  0.57  0.15

Calculated values
Relative energy (zero: lowest compared OMol25 entry of this formula, charge and spin) ... 79.0 kJ/mol
Molecular weight ... 733.098 g/mol
Lowest unoccupied orbital energy ... 0.7 eV
Frontier orbital gap ... 6.45 eV

---

[3]
The following is a quantum chemistry calculation of C8H12N4 in the gas phase in a non-equilibrium geometry, from the OMol25 dataset.

Each line ends with the Löwdin charge.
CARTESIAN COORDINATES (ANGSTROEM)
C  0.52  -2.36  -1.88  -0.06
C  1.25  -1.50  -2.76  -0.20
N  1.11  -0.21  -2.66  -0.01
N  0.35  0.29  -1.74  0.03
C  -0.29  -0.39  -0.70  -0.29
N  -0.82  0.39  0.25  -0.14
C  -1.32  -0.17  1.44  -0.16
C  -0.38  -0.04  2.76  -0.14
N  0.60  1.17  2.57  -0.11
C  -0.10  2.19  1.75  -0.25
C  -0.47  1.79  0.21  -0.15
C  -0.12  -1.77  -0.68  -0.02
H  -0.02  -3.44  -2.00  0.14
H  2.12  -2.01  -3.32  0.12
H  -1.58  -1.25  1.32  0.09
H  -2.33  0.51  1.55  0.17
H  -0.83  0.12  3.81  0.12
H  0.35  -0.84  3.10  0.11
H  1.50  0.99  2.00  0.13
H  -1.02  2.39  2.27  0.06
H  0.35  3.40  1.77  0.17
H  0.27  2.05  -0.58  0.10
H  -1.37  2.61  0.13  0.15
H  -0.57  -2.54  0.18  0.15

Calculated values
Structure (SMILES) ... c1cnnc(N2CCNCC2)c1
Relative energy (zero: lowest compared OMol25 entry of this formula, charge and spin) ... 602.6 kJ/mol
Molecular weight ... 164.212 g/mol
Lowest unoccupied orbital energy ... 0.3 eV
Frontier orbital gap ... 8.42 eV

---

[4]
The following is a quantum chemistry calculation of 2 unconnected molecules or ions with the total composition C7H9ClF2O, from the OMol25 dataset.

Each line ends with the Löwdin charge.
CARTESIAN COORDINATES (ANGSTROEM)
C  2.39  -1.04  -0.38  -0.08
C  1.00  -1.57  -0.63  -0.91
C  0.20  -1.88  0.62  -0.07
F  1.09  -2.72  -1.37  -0.03
Cl  0.08  -0.38  -1.64  0.72
H  2.95  -1.79  0.19  0.09
H  2.90  -0.86  -1.33  0.08
H  2.36  -0.11  0.19  0.09
H  0.08  -0.98  1.23  0.06
H  0.74  -2.63  1.20  0.09
H  -0.78  -2.27  0.35  0.09
F  -0.37  0.78  2.18  0.12
C  -0.93  1.33  1.12  -0.41
C  -1.97  0.94  0.35  -0.06
C  -2.08  1.97  -0.64  -0.09
C  -1.11  2.87  -0.38  -0.11
O  -0.39  2.48  0.72  0.08
H  -2.57  0.05  0.47  0.12
H  -2.80  2.02  -1.45  0.11
H  -0.79  3.80  -0.83  0.12

Calculated values
Structure (SMILES) ... CC(C)(F)Cl.Fc1ccco1
Relative energy (zero: lowest compared OMol25 entry of this formula, charge and spin) ... 11.9 kJ/mol
Molecular weight ... 182.597 g/mol
Lowest unoccupied orbital energy ... 0.9 eV
Frontier orbital gap ... 9.78 eV

---

Q: Which of these has the highest frontier orbital gap?
A: C7H9ClF2O

---

Q: What is the relative energy (zero: lowest compared OMol25 entry of this formula, charge and spin) in the fourth record?
A: 11.9 kJ/mol

---

Q: Among the records above, which one has the lowest relative energy (zero: lowest compared OMol25 entry of this formula, charge and spin)?
A: C7H9ClF2O